Record 1
{"formula": "C27H36N6O9Sr", "method": "wB97M-V/def2-TZVPD", "species": ["H", "C", "O", "C", "C", "C", "C", "H", "C", "H", "N", "H", "H", "C", "H", "C", "C", "Sr", "O", "H", "H", "H", "H", "C", "H", "N", "C", "C", "C", "O", "C", "C", "N", "C", "H", "H", "N", "C", "C", "C", "C", "H", "N", "H", "H", "O", "H", "C", "H", "C", "H", "H", "C", "H", "C", "H", "O", "O", "H", "H", "H", "C", "H", "H", "O", "O", "O", "H", "C", "H", "C", "H", "H", "H", "H", "H", "H", "N", "H"], "coordinates": [[-1.6808, -0.5775, -4.2091], [-3.4996, 7.3224, 0.0423], [1.5168, 3.1030, -2.9799], [-2.6716, 7.2375, -1.0678], [-1.9984, 6.0492, -1.3296], [-0.3532, 1.6130, -3.0151], [-1.8109, -2.9604, -0.3591], [-2.3280, 1.2022, 3.0563], [2.3414, -2.1661, -1.2726], [3.0105, 1.0692, -0.7720], [0.5220, -2.4881, 0.3764], [-1.1436, -2.4658, -2.6837], [-4.0943, -1.4633, -1.0028], [-2.8171, 2.0692, 2.6463], [-5.6576, 2.3530, 4.1970], [-3.2113, -1.0185, -0.5170], [3.1138, 0.0065, -0.5456], [-0.0982, 0.4368, 0.0700], [1.7252, 0.2519, 1.3800], [-1.3455, 5.9735, -2.1907], [0.2691, -3.4983, 2.2361], [-4.2851, 6.3004, 1.7621], [-3.2923, -1.1603, 0.5634], [-5.5772, 3.7005, 1.2212], [-4.8144, 0.8123, 3.9175], [-1.9775, -1.6491, -0.9690], [-5.2159, 1.7024, 3.4385], [2.1095, -0.2769, -2.7287], [1.9130, -2.7782, 0.0598], [-1.1742, -0.5846, 1.7681], [-0.3567, -3.4135, -0.3150], [-2.1615, 4.9454, -0.5126], [2.1294, -0.7286, -1.3433], [0.7902, 2.3710, -2.2843], [1.7784, -2.6377, -2.0829], [-6.4353, 3.4516, 1.8439], [-4.3746, 3.6002, 2.0496], [-1.6302, -0.4163, -3.1157], [-3.0093, 5.0292, 0.5929], [0.7534, -0.4981, -3.3983], [-1.9177, -1.7426, -2.4188], [0.8369, -0.1621, -4.4487], [-3.1625, 3.9119, 1.4113], [-0.2938, 1.8121, -4.0963], [2.5470, -2.3764, 0.8455], [-2.2187, 1.1662, -0.4904], [-1.2802, 2.0366, -2.6222], [0.2856, -2.4780, 1.8213], [-5.6912, 4.7239, 0.8709], [-4.1172, 2.4040, 2.7170], [-0.3323, -4.4118, 0.1646], [-2.1883, -2.9229, 0.6600], [-3.2681, 0.5101, -0.7134], [2.0995, -3.8679, 0.0212], [-2.1470, 3.0244, 1.7844], [2.3474, 0.7824, -2.7581], [-4.3788, 0.9680, -1.0568], [-0.9685, 3.2149, 1.5265], [-5.5206, 3.0275, 0.3608], [-4.0135, 8.2500, 0.2676], [0.5398, -1.5692, -3.4238], [-3.6617, 6.2283, 0.8794], [0.0160, -3.5459, -1.3342], [-1.6443, 4.0140, -0.6993], [-1.7672, -2.3370, 3.0363], [0.8569, 2.1634, -1.0438], [3.8070, -0.5369, 1.6800], [3.4070, -2.4137, -1.4337], [-1.0087, -1.7395, 2.2475], [-2.4027, -3.7277, -0.8939], [2.8659, -0.1085, 0.9848], [-2.8717, -2.1326, -2.8241], [2.8768, -0.7946, -3.3334], [-6.0023, 1.3954, 2.7460], [1.0943, -1.9123, 2.2877], [-2.5506, 8.0928, -1.7218], [-2.4220, 0.2841, -2.8627], [-0.3543, 0.1766, -2.7326], [4.1406, -0.3219, -0.7684]], "atomic_forces_ev_per_a": [[-0.01, -0.01, 0.00], [0.02, 0.02, -0.06], [-0.10, -0.03, 0.11], [-0.03, 0.02, 0.04], [0.02, 0.04, -0.08], [0.18, 0.23, 0.12], [0.15, 0.00, 0.02], [-0.01, -0.07, 0.04], [-0.14, -0.10, 0.16], [-0.01, -0.02, -0.11], [-0.01, -0.06, 0.20], [-0.01, -0.02, 0.00], [0.01, 0.01, 0.00], [-0.09, -0.26, -0.21], [-0.03, -0.02, 0.00], [0.00, 0.18, 0.04], [0.04, 0.05, 0.28], [-0.22, -0.72, -0.96], [1.60, -0.25, 0.88], [0.02, -0.02, 0.04], [-0.05, 0.01, -0.03], [0.01, -0.03, 0.01], [0.04, -0.05, -0.01], [0.23, -0.20, -0.14], [0.00, 0.00, 0.00], [-0.08, -0.01, -0.03], [0.01, 0.02, -0.11], [-0.17, 0.00, -0.05], [0.04, 0.14, -0.11], [-0.80, -1.00, 1.46], [-0.15, 0.04, -0.07], [-0.03, -0.10, 0.07], [0.18, 0.08, -0.06], [0.04, 0.26, -0.46], [0.01, 0.03, -0.01], [0.05, 0.00, -0.01], [-0.03, 0.22, 0.06], [-0.04, -0.12, 0.08], [0.04, 0.32, 0.03], [0.14, 0.00, 0.07], [0.06, 0.11, -0.06], [-0.04, -0.02, -0.01], [-0.15, -0.27, -0.25], [0.04, -0.03, 0.00], [0.00, -0.06, 0.06], [-1.22, 0.36, -0.35], [-0.05, -0.10, -0.02], [-0.12, 0.10, 0.08], [-0.02, -0.02, 0.02], [0.20, 0.02, 0.18], [0.04, 0.00, -0.01], [-0.10, 0.00, -0.01], [-0.71, 0.20, -0.19], [0.02, 0.01, 0.01], [0.25, 0.61, 0.33], [0.10, 0.01, 0.00], [0.10, 0.05, 0.17], [-0.28, -0.46, -0.08], [0.00, -0.08, -0.05], [-0.01, -0.01, 0.00], [-0.02, 0.01, 0.01], [-0.01, -0.05, 0.01], [0.02, 0.00, 0.01], [0.01, -0.01, -0.04], [0.13, 0.11, -0.09], [0.71, 1.30, -1.04], [-0.12, 0.10, -0.10], [0.00, 0.02, -0.05], [-0.23, -0.30, 0.37], [0.01, -0.02, 0.03], [0.57, -0.08, 0.16], [0.02, -0.04, 0.01], [0.02, 0.02, 0.00], [0.00, -0.05, 0.03], [0.06, -0.03, -0.04], [0.02, -0.01, 0.00], [0.01, 0.07, -0.08], [-0.08, 0.05, -0.20], [-0.02, -0.03, 0.00]], "mulliken_charge": [0.412, -0.564, -0.904, -0.471, -0.673, -0.705, -1.565, 0.341, -1.456, 0.492, 1.502, 0.629, 0.037, -0.665, 0.325, -0.952, -0.484, 1.208, -0.646, 0.444, 0.075, 0.544, 0.337, -1.205, 0.416, 1.625, -1.762, -1.613, -1.510, -0.245, -1.361, -0.379, 1.470, 0.412, 0.625, 0.461, -0.198, -1.706, 0.244, -1.357, -1.292, 0.370, 0.625, 0.132, 0.429, 0.506, 0.413, -0.797, 0.484, 0.631, 0.403, 0.434, 0.275, 0.350, 0.475, 0.399, -0.925, -0.733, 0.214, 0.347, 0.602, -0.325, 0.591, 0.438, -0.879, -0.789, -0.873, 0.370, 0.160, 0.386, 0.151, 0.384, 0.387, 0.375, 0.507, 0.361, 0.472, 1.598, 0.168], "homo_lumo_gap_ev": 7.69, "total_charge": -2, "e_homo_ev": -3.26}

Record 2
{"formula": "C27H36N7O2RuS2Te", "method": "wB97M-V/def2-TZVPD", "species": ["C", "C", "C", "C", "C", "C", "C", "H", "H", "N", "Te", "H", "H", "C", "H", "H", "C", "C", "H", "C", "H", "H", "H", "H", "C", "H", "H", "H", "N", "H", "N", "C", "H", "C", "O", "H", "H", "N", "H", "C", "H", "C", "H", "H", "H", "S", "C", "C", "C", "N", "N", "C", "C", "C", "C", "H", "C", "C", "H", "H", "H", "Ru", "S", "N", "H", "H", "H", "C", "H", "C", "O", "H", "H", "H", "H", "H"], "coordinates": [[0.6063, 2.7683, -2.9259], [-2.5057, -3.6314, 0.8835], [-1.3900, -2.0866, -0.6197], [0.7188, 3.4989, 0.3185], [-0.8020, -4.4556, -0.7935], [-1.1349, 0.2360, 5.5116], [-1.6896, -0.4401, 3.2711], [1.3029, 4.8155, 2.4966], [5.3274, -1.6264, -2.3086], [-2.2619, 1.5143, -1.9576], [-2.5662, 1.3829, 0.9691], [1.0436, 4.5238, 0.1608], [-3.7663, -0.8187, -4.7297], [-3.6339, 1.0040, -3.8189], [-1.1674, -1.8038, 4.8407], [-1.8218, 2.9261, 3.5734], [-1.6900, 1.8886, 3.8522], [-2.5381, 2.8060, -2.1689], [-3.5610, 4.2153, -3.4145], [-1.3143, -0.7659, 4.5665], [4.8050, -3.1164, -1.5059], [2.4322, -2.5650, -1.9056], [2.8687, -1.3669, -3.1227], [4.6826, -2.9695, -3.2577], [-3.0389, -3.5922, -1.5796], [-4.5994, 0.4452, -5.4918], [0.0071, -4.3327, -0.0735], [-2.1149, 3.5251, -1.4861], [-1.0050, -1.0111, -0.6983], [-1.1747, 2.3485, 5.8807], [-4.2323, 0.0676, -4.6329], [-1.9297, -3.4548, -0.5285], [-2.5799, -0.4227, -2.5693], [0.9447, 2.8999, 1.6102], [0.6633, 0.6109, 0.8758], [-2.6422, -3.4590, -2.5869], [-3.2372, -2.8552, 1.1079], [0.2976, 2.8630, -0.7150], [1.1872, 2.7236, -4.8677], [1.3298, 3.7445, 2.6639], [-1.1986, -5.4672, -0.6988], [3.1917, -1.8316, -2.1892], [-2.9920, -4.6061, 0.9452], [2.0360, 3.9110, 4.6767], [-3.4712, -4.5909, -1.5089], [3.0458, -0.4722, -1.0035], [4.5844, -2.4245, -2.3181], [1.4607, 1.0111, 3.0173], [-1.3231, 1.5614, 5.1515], [0.8150, 3.3310, -4.1583], [-3.8888, 2.2848, -4.0577], [4.9730, -1.3027, 0.8674], [0.9945, 1.5051, 1.7867], [-1.8810, 0.8905, 2.9014], [3.4895, -1.3510, 0.5377], [2.1564, 1.4417, 4.9782], [1.7501, 3.2456, 3.8739], [-3.3495, 3.1706, -3.2252], [-3.8295, -2.8608, -1.4099], [1.4923, -0.0640, 3.1434], [5.3714, -0.3169, 0.6292], [-0.4541, 0.9873, -0.6920], [0.4751, 1.0247, -2.8675], [0.4982, 3.5611, -1.9157], [-1.7172, -3.5886, 1.6356], [1.1745, 4.2722, -4.1468], [5.1216, -1.4912, 1.9311], [-2.8089, 0.6174, -2.7579], [-0.8484, -0.0168, 6.5248], [1.8218, 1.8582, 4.0359], [4.1680, 0.4689, -1.3085], [-1.8313, -1.2227, 2.5367], [5.5486, -2.0364, 0.3068], [2.9045, -0.8312, 1.2959], [3.0959, -2.3666, 0.4567], [-0.3956, -4.3350, -1.7978]], "atomic_forces_ev_per_a": [[0.03, -0.05, -0.20], [0.02, -0.05, -0.01], [0.12, 0.04, -0.10], [0.09, -0.15, 0.03], [0.01, -0.02, 0.02], [0.01, -0.01, 0.02], [0.07, 0.06, 0.04], [0.00, 0.00, 0.00], [0.00, 0.01, -0.01], [0.74, -0.04, -0.19], [0.00, 0.14, 0.10], [0.04, 0.00, -0.01], [0.00, 0.01, 0.00], [-0.04, 0.02, 0.03], [0.00, 0.00, 0.01], [0.00, 0.01, -0.01], [-0.02, -0.05, 0.05], [-0.17, 0.03, 0.11], [0.00, 0.00, 0.00], [0.02, 0.01, -0.03], [0.00, 0.00, 0.01], [0.00, -0.02, -0.01], [0.00, 0.00, -0.02], [0.00, -0.01, 0.01], [0.00, 0.01, 0.02], [0.00, 0.00, 0.00], [0.00, 0.00, 0.00], [0.07, 0.02, -0.03], [-0.01, 0.06, 0.07], [0.00, 0.00, 0.00], [0.01, 0.02, 0.02], [-0.03, 0.12, 0.08], [0.05, 0.01, -0.05], [-0.07, 0.21, -0.14], [0.19, -0.13, -0.11], [0.00, 0.00, 0.00], [-0.02, -0.01, -0.01], [-0.04, 0.35, -0.01], [0.01, 0.01, 0.01], [0.01, 0.02, 0.09], [0.01, 0.00, -0.01], [0.05, -0.04, -0.02], [0.00, 0.01, 0.02], [0.00, 0.01, 0.00], [0.00, 0.00, -0.01], [0.11, 0.16, -0.01], [-0.01, -0.01, -0.03], [0.05, -0.04, 0.10], [-0.03, 0.03, -0.02], [-0.04, -0.01, -0.02], [0.00, 0.03, 0.01], [-0.01, -0.01, 0.01], [0.09, -0.25, 0.01], [-0.04, -0.08, 0.01], [0.04, 0.00, -0.01], [0.00, 0.00, 0.00], [-0.04, 0.02, -0.06], [-0.06, -0.07, 0.00], [0.00, 0.00, 0.00], [-0.01, 0.02, 0.01], [-0.01, 0.01, 0.01], [-1.06, 0.10, -0.29], [0.32, -0.11, 0.14], [-0.20, -0.13, 0.25], [0.00, 0.00, -0.02], [0.01, -0.01, -0.01], [0.00, -0.01, 0.00], [-0.12, -0.09, 0.06], [0.00, 0.00, 0.00], [0.03, -0.04, 0.03], [-0.09, -0.11, 0.05], [-0.02, 0.00, -0.01], [0.00, 0.00, -0.01], [0.00, 0.02, 0.03], [-0.01, -0.01, 0.01], [0.00, 0.00, -0.01]], "mulliken_charge": [0.575, -1.770, -0.395, -1.247, -1.653, -0.456, 0.004, 0.437, 0.316, 0.869, 0.278, 0.355, 0.224, 0.524, 0.396, 0.413, -0.344, -0.541, 0.383, -0.549, 0.234, 0.213, 0.446, 0.422, -1.767, 0.269, 0.355, 0.586, -0.385, 0.410, -0.478, 2.419, -0.019, 0.650, 0.338, 0.358, 0.384, 1.129, 0.235, -0.604, 0.420, -0.459, 0.483, 0.406, 0.475, 0.701, -1.226, -0.297, -0.684, -0.481, -0.620, -1.274, 0.876, -0.139, 0.164, 0.403, -0.848, -0.593, 0.368, 0.657, 0.314, -0.166, -0.462, -1.226, 0.382, 0.257, 0.404, -0.334, 0.391, -0.989, -0.773, 0.216, 0.284, -0.401, 0.372, 0.386], "homo_lumo_gap_ev": [6.85, 6.53], "total_charge": 0, "e_homo_ev": [-6.80, -6.85], "spin_multiplicity": 2}

Record 3
{"formula": "C27H36N9O6S5Sc", "method": "wB97M-V/def2-TZVPD", "species": ["O", "H", "H", "O", "H", "H", "H", "H", "C", "H", "H", "H", "H", "H", "C", "N", "C", "C", "H", "N", "C", "C", "H", "C", "C", "N", "C", "H", "H", "H", "C", "O", "H", "H", "N", "N", "N", "C", "S", "C", "H", "H", "H", "O", "C", "C", "H", "S", "H", "C", "H", "C", "C", "H", "N", "H", "N", "H", "O", "Sc", "H", "C", "S", "C", "S", "H", "H", "C", "C", "C", "H", "O", "H", "C", "H", "N", "C", "H", "C", "C", "S", "C", "H", "H"], "coordinates": [[-4.6881, 0.2025, 3.1055], [0.1270, -0.6330, 7.1523], [-0.0203, -0.5818, 4.0446], [-3.0146, 1.2222, 1.6383], [4.8957, 5.2555, -1.9484], [3.9939, 6.7611, -2.1033], [4.2606, 0.6159, 3.1692], [4.9240, 0.6829, 6.1629], [-6.3592, -2.9480, -1.1076], [-0.9269, 0.8881, 5.4720], [-2.3588, 4.4441, -1.0577], [0.5047, 1.8801, 5.4303], [-4.9991, 0.3538, 0.3654], [-3.2901, 3.3412, -2.1187], [0.7333, 3.6124, 3.2064], [1.9171, 3.8109, 2.6432], [1.4120, 3.3603, -2.6990], [2.2704, 2.9669, 1.6715], [4.2865, 6.0801, -0.5068], [0.3743, 4.4039, 4.2622], [0.1546, 0.8542, 5.5890], [1.4592, 1.9434, 1.2430], [1.8367, 6.0940, -0.0122], [-6.4156, -1.2325, 0.5904], [1.7123, 5.3368, -0.7777], [2.7408, 0.9180, 4.5188], [-1.5676, -4.0050, -0.8038], [-4.8649, -2.6971, -2.6319], [-0.2820, 4.8485, -0.1667], [-1.1093, 2.4418, 3.1976], [-2.3559, 3.8871, -1.9929], [-2.7855, 1.4354, 4.0415], [-8.0888, -2.8718, 1.6656], [-6.8164, -0.8324, 1.5144], [0.2436, 1.7840, 1.7847], [-0.6232, -1.6385, 0.0542], [-2.2126, -0.5362, -1.0241], [-5.3206, -2.2915, -1.7385], [-3.3045, 0.5614, 3.0047], [-0.0502, -2.7546, 0.4975], [1.2932, 2.5731, -3.4353], [2.4428, 1.4236, 5.3357], [-0.0168, -4.9053, 0.4009], [-1.1746, 2.1323, -0.4710], [-6.9161, -2.4290, 0.0656], [0.5181, 4.6489, -0.8691], [4.8087, -0.7669, 5.1499], [2.3060, -1.0521, 2.7538], [0.1154, 1.0355, 7.7419], [2.7724, 5.0567, -1.6439], [3.2433, 3.1210, 1.2190], [-0.1289, 2.5933, 2.7560], [4.0610, 5.8260, -1.5426], [3.4238, 3.8224, -3.2714], [0.6563, -0.0106, 4.5343], [-2.1503, 4.5391, -2.8400], [-2.1900, -2.9122, -1.2234], [-8.0730, -4.0522, 0.4799], [-3.7244, 1.1506, -1.8867], [-1.4084, 0.4336, 0.7633], [-6.7415, -3.8756, -1.5188], [0.3698, 3.6651, -1.8390], [-1.0839, 2.6334, -1.9006], [2.6067, 4.0622, -2.6009], [-2.1027, -1.0698, 2.7920], [-0.5915, 4.4281, 4.5404], [0.7528, -2.6270, 1.2135], [-5.3919, -0.5658, -0.0499], [5.0481, 0.2974, 5.1483], [-0.4838, -3.9922, 0.0639], [0.9189, 5.2353, 4.4133], [-3.2974, -0.8528, -3.2796], [1.7628, 1.2525, 0.4699], [-4.8503, -1.0970, -1.2155], [4.3956, 2.0940, 4.1251], [-7.9872, -3.0694, 0.6831], [4.1473, 1.0315, 4.1676], [-1.9670, -4.9466, -1.1687], [-1.6914, -1.7588, -0.7795], [0.5281, 0.3670, 6.9842], [-3.5062, -0.2774, -1.9812], [1.8851, 0.0089, 4.0058], [6.0963, 0.4158, 4.8685], [1.6105, 0.3159, 7.1259]], "atomic_forces_ev_per_a": [[-0.03, 0.01, -0.03], [0.00, 0.03, 0.00], [-0.04, -0.07, 0.00], [-0.10, 0.36, 0.17], [-0.01, 0.01, 0.00], [0.00, -0.02, 0.01], [-0.01, 0.02, -0.03], [0.01, -0.01, -0.01], [-0.04, -0.01, 0.05], [-0.05, -0.02, -0.01], [0.03, 0.01, -0.01], [0.00, 0.01, 0.00], [-0.04, -0.03, -0.01], [0.04, 0.07, 0.01], [0.02, -0.01, -0.11], [0.02, 0.00, 0.01], [-0.02, 0.00, -0.06], [0.09, 0.02, 0.05], [0.00, 0.00, -0.01], [0.00, -0.03, 0.06], [0.03, 0.00, 0.03], [-0.01, 0.02, -0.04], [0.00, -0.02, 0.00], [-0.02, -0.03, 0.01], [0.02, 0.02, -0.04], [0.10, -0.02, -0.07], [-0.01, 0.00, -0.01], [-0.02, 0.03, 0.03], [0.01, 0.00, 0.01], [-0.01, 0.00, 0.01], [-0.09, -0.15, 0.04], [-0.05, -0.01, 0.05], [-0.02, 0.02, 0.00], [0.02, -0.01, -0.03], [-0.07, -0.26, -0.01], [-0.03, 0.04, 0.14], [-0.15, 0.28, 0.09], [-0.02, -0.03, -0.08], [0.11, 0.02, -0.04], [0.00, 0.00, -0.09], [0.01, 0.03, 0.03], [-0.02, 0.05, 0.01], [0.00, 0.03, 0.00], [0.02, -0.10, 0.22], [-0.02, 0.02, 0.02], [-0.03, -0.01, 0.06], [0.01, 0.02, 0.00], [0.01, 0.08, 0.00], [0.01, -0.02, -0.01], [0.00, 0.02, 0.01], [-0.02, 0.00, 0.01], [-0.04, 0.04, 0.05], [-0.02, -0.01, 0.00], [-0.02, 0.01, 0.02], [-0.08, 0.03, -0.02], [0.02, -0.05, -0.03], [0.07, 0.03, -0.06], [0.00, 0.01, 0.00], [0.07, -0.09, 0.03], [-0.12, -0.23, -0.21], [0.00, 0.02, 0.02], [-0.01, -0.11, -0.05], [0.02, 0.19, -0.11], [0.01, 0.00, -0.01], [0.11, 0.10, -0.09], [-0.01, 0.01, -0.01], [0.01, -0.01, 0.00], [0.01, -0.03, 0.03], [0.00, -0.03, 0.01], [0.06, -0.03, 0.05], [0.00, 0.01, -0.03], [0.06, 0.03, 0.04], [0.02, 0.00, -0.01], [0.06, 0.08, 0.04], [0.00, 0.02, 0.02], [0.11, 0.01, -0.03], [-0.03, -0.03, -0.01], [0.00, 0.02, 0.00], [0.19, -0.21, 0.04], [0.00, -0.02, 0.04], [-0.11, -0.04, -0.18], [0.05, -0.06, 0.03], [-0.02, 0.00, 0.00], [-0.03, 0.00, -0.01]], "mulliken_charge": [-0.606, 0.359, -0.146, -0.351, 0.390, 0.335, 0.416, 0.341, -0.777, 0.207, 0.286, 0.143, 0.561, 0.387, -0.096, -0.617, -0.666, -0.796, 0.356, -0.385, -0.143, -0.411, 0.354, -1.014, -0.707, 0.061, -0.270, 0.471, 0.148, 0.368, -0.993, -0.665, 0.234, 0.298, 1.536, 0.050, -0.112, -0.355, 1.088, 0.108, 0.456, 0.212, 0.429, -0.002, 1.176, -0.474, 0.282, -0.431, 0.409, 0.898, 0.481, -0.448, -1.584, 0.371, 0.205, 0.479, -0.364, 0.216, -0.723, 0.470, 0.286, 0.814, 0.312, -0.712, -0.715, 0.265, 0.147, -0.290, -1.277, -0.830, 0.257, -0.767, 0.330, -0.453, 0.398, -0.586, -0.711, 0.434, 0.654, -1.299, 1.321, 0.319, 0.408, 0.245], "homo_lumo_gap_ev": 7.63, "total_charge": 0, "e_homo_ev": -7.81}

Energy above the lowest of the compared OMol25 structures with the same formula, charge and spin per entry: 0.000 0.193 0.503 eV